[1]
Computed, not measured: a structure of composition C5H23B2ClN3O2V, with ωB97M-V/def2-TZVPD.

Computed properties:
Charge ... -2
E_HOMO (alpha / beta) ... 2.99 / -2.44 eV
Multiplicity ... 5

Each line ends with the Mulliken spin population.
Atoms and positions in Å:
V (-0.4393, 0.7982, 0.2245)  3.3590
B (-1.9249, 1.9932, 1.6539)  0.2096
H (-0.9582, 1.5907, 1.9141)  0.0198
H (-2.6271, 1.9467, 2.4719)  -0.0023
H (-1.8583, 3.0007, 1.2734)  0.0101
H (-2.2986, 1.3094, 0.9075)  -0.0055
B (-0.5295, -1.0756, 1.4776)  0.2260
H (-0.4324, -2.1060, 1.7826)  0.0135
H (-1.4635, -0.9289, 0.9577)  0.0000
H (-0.5613, -0.4368, 2.3467)  0.0263
H (0.2741, -0.9077, 0.7774)  -0.0196
Cl (-0.1592, 2.9768, -1.4817)  -0.0728
C (-2.0728, -2.0435, -2.7611)  0.8544
C (-1.2315, -1.2048, -1.8428)  -1.7916
C (0.1685, -0.7509, -2.3287)  0.1864
O (0.8963, -0.2633, -1.2356)  -1.5510
C (2.2842, -0.0808, -1.5726)  1.6794
N (-1.9195, -0.0210, -1.3862)  0.2308
H (-2.2407, -1.6307, -3.7558)  -0.0719
H (-3.0154, -2.0568, -2.2139)  0.0545
H (-1.7336, -3.0786, -2.8004)  -0.1481
H (-1.0633, -1.8218, -0.9600)  0.0585
H (0.2082, 0.0741, -3.0399)  0.2290
H (0.6598, -1.6390, -2.7262)  -0.1816
H (2.3929, 0.8870, -2.0623)  0.0563
H (2.7439, -0.7786, -2.2725)  -0.1145
H (2.7977, 0.1604, -0.6418)  0.2128
H (-2.1765, 0.5739, -2.1609)  0.0056
H (-2.8697, -0.3248, -1.2288)  -0.0662
C (2.1141, 0.8893, 2.1992)  3.9627
O (1.3874, 1.3102, 1.2925)  -1.3677
N (1.8211, -0.1763, 2.8759)  -1.1188
N (3.1581, 1.5416, 2.6922)  -0.1488
H (0.9168, -0.5461, 2.6198)  0.1925
H (2.3845, -0.4304, 3.6747)  -0.2430
H (3.5524, 2.2767, 2.1228)  -0.3153
H (3.8155, 0.9732, 3.2068)  -0.3684

=====

[2]
Computed, not measured: a cluster of 6 separate species, C5H23N2O6 in total, with ωB97M-V/def2-TZVPD.

Computed properties:
Charge ... -1
Relative energy (zero: lowest compared OMol25 entry of this formula, charge and spin) ... 9.0 kJ/mol
E_HOMO ... -5.46 eV

Each line ends with the Löwdin charge.
Atoms and positions in Å:
C (0.1966, -1.8861, -1.2452)  -0.2274
N (0.6354, -0.6805, -1.9524)  -0.0708
C (2.0239, -0.3022, -1.6772)  -0.2016
C (2.3593, 0.1627, -0.2114)  -0.3176
O (1.2377, 0.5173, 0.5144)  -0.3591
C (-1.3082, -1.8214, -0.9883)  -0.2404
N (-1.6655, -0.8242, 0.0281)  -0.1062
C (-2.8054, -0.0115, -0.3938)  -0.1385
H (0.7431, -2.0364, -0.3077)  0.1014
H (0.4658, -2.7452, -1.8757)  0.1086
H (0.0820, 0.1052, -1.6401)  0.0510
H (2.2736, 0.4824, -2.3997)  0.0982
H (2.6795, -1.1405, -1.9571)  0.1011
H (2.8768, -0.6774, 0.2974)  0.0989
H (3.0609, 1.0117, -0.2898)  0.1036
H (-1.6402, -2.8015, -0.6301)  0.0990
H (-1.8139, -1.6651, -1.9472)  0.1071
H (-0.8360, -0.2573, 0.1846)  0.0596
H (-3.6628, -0.6558, -0.5746)  0.0683
H (-2.6033, 0.6184, -1.2675)  0.0530
H (-3.0870, 0.6577, 0.4262)  0.0724
H (-0.8914, 2.1791, -1.9856)  -0.0052
H (-1.0325, 1.0867, -3.0573)  0.0029
O (-1.4050, 1.9353, -2.8015)  -0.1136
H (0.5866, 1.6967, -0.0243)  -0.0068
H (-0.5832, 2.7350, 0.3003)  0.0453
O (-0.0274, 2.4365, -0.4392)  -0.1338
H (1.6762, 0.5956, 3.4752)  0.0456
H (1.3681, 1.2013, 2.1021)  0.0194
O (1.3833, 1.4473, 3.0785)  -0.1175
H (1.2162, -0.7534, 1.6904)  -0.0199
H (0.2791, -1.7507, 2.3803)  0.0402
O (1.2163, -1.4611, 2.3910)  -0.1101
H (-1.4203, 0.2890, 3.2744)  -0.0011
H (-0.3269, 1.2987, 3.6500)  -0.0035
O (-1.2516, 1.0135, 3.8728)  -0.1026

=====

[3]
Computed, not measured: a cluster of 6 separate species, C5H23N2O6 in total, with ωB97M-V/def2-TZVPD.

Computed properties:
Charge ... +1
Relative energy (zero: lowest compared OMol25 entry of this formula, charge and spin) ... 317.9 kJ/mol
E_HOMO ... -12.69 eV

Each line ends with the Löwdin charge.
Atoms and positions in Å:
C (-1.0170, -1.4071, -0.0442)  -0.2249
N (-1.9913, -0.4480, 0.4576)  -0.0517
C (-3.4167, -0.7194, -0.0015)  -0.1232
C (-3.6712, 0.1294, -1.2130)  -0.2236
O (-3.2211, 0.0755, -2.3344)  0.0370
C (-0.6131, -1.0816, -1.4626)  -0.1750
N (-0.0781, 0.3040, -1.5496)  0.0197
C (1.0929, 0.3260, -2.5055)  0.0022
H (-1.3395, -2.4588, -0.0657)  0.1285
H (-0.1343, -1.3830, 0.6293)  0.1041
H (-1.8797, -0.3745, 1.4633)  0.0959
H (-3.9252, -0.2739, 0.8679)  0.1250
H (-3.6181, -1.7998, -0.1318)  0.1336
H (-4.3589, 0.9513, -0.9817)  0.1225
H (-1.3955, -1.1753, -2.3049)  0.1472
H (0.0691, -1.9034, -1.7856)  0.1377
H (0.2477, 0.5161, -0.5990)  0.1238
H (-0.8231, 0.8160, -2.0266)  0.1627
H (0.7684, -0.0583, -3.4836)  0.1101
H (1.4941, 1.3945, -2.5469)  0.1296
H (1.8517, -0.3758, -2.1739)  0.0886
H (3.4600, 1.6215, 1.4337)  0.0479
H (3.2328, 1.1949, 0.0533)  0.0336
O (3.1353, 2.0135, 0.5541)  -0.0938
H (0.1307, 2.9088, 0.2342)  0.0773
H (1.3800, 2.2628, 0.6935)  0.0313
O (0.3927, 2.1143, 0.7197)  -0.0865
H (2.4214, -2.7037, 1.5678)  0.0925
H (3.2232, -2.2385, 0.3023)  0.0680
O (2.5388, -1.9732, 0.9271)  -0.0475
H (3.1568, -0.5008, 1.7545)  0.0082
H (2.6018, 0.3468, 2.8565)  0.0441
O (3.4119, 0.2394, 2.3400)  -0.0575
H (0.1410, 0.3483, 3.4777)  0.0729
H (0.4043, 0.9414, 2.1192)  0.0049
O (0.3081, 0.0748, 2.5585)  -0.0651

=====

[4]
Computed, not measured: a cluster of 6 separate species, C5H23NO6 in total, with ωB97M-V/def2-TZVPD.

Computed properties:
SMILES ... CN[C@H](C)CCO.O.O.O.O.O
Relative energy (zero: lowest compared OMol25 entry of this formula, charge and spin) ... 186.8 kJ/mol
E_HOMO ... -8.40 eV

Each line ends with the Löwdin charge.
Atoms and positions in Å:
C (-0.4202, 1.7883, 2.2015)  -0.0996
N (-1.1676, 0.5861, 1.8902)  -0.1258
C (-1.4994, 0.2872, 0.5097)  -0.4087
C (-1.4488, -1.2908, 0.2537)  -0.1109
C (-0.3665, -1.6202, -0.8001)  -0.1959
O (0.6237, -0.5566, -0.7091)  -0.1415
C (-2.8390, 0.9591, 0.1118)  -0.0662
H (-0.8770, 2.7277, 2.4866)  0.0627
H (0.2922, 1.4647, 2.9471)  0.0511
H (0.1145, 2.0271, 1.2086)  0.1211
H (-1.8703, 0.1834, 2.4687)  0.1149
H (-0.8164, 0.6436, -0.2569)  0.1038
H (-1.1431, -1.7631, 1.1947)  0.1000
H (-2.4296, -1.5604, -0.1001)  0.0959
H (0.1982, -2.5437, -0.5746)  0.1232
H (-0.8633, -1.6133, -1.8126)  0.1247
H (1.5215, -0.8616, -0.9374)  0.0483
H (-2.9377, 1.9746, 0.5190)  0.0672
H (-3.7555, 0.3967, 0.6365)  0.1136
H (-2.8409, 0.9694, -0.9771)  0.0299
H (3.8781, -1.3929, -2.1098)  0.0583
H (4.0233, -0.7877, -0.6204)  0.0363
O (3.4943, -0.8294, -1.4364)  -0.0624
H (2.1469, 0.6184, -2.2745)  -0.0160
H (1.0255, 1.1391, -3.0457)  0.0211
O (1.9220, 0.8016, -3.1868)  -0.0639
H (-1.6475, 2.3251, -2.9504)  0.0428
H (-2.2661, 1.1816, -3.6844)  0.0569
O (-2.3636, 1.6881, -2.8583)  -0.0571
H (2.4979, -1.2747, 1.4782)  -0.0043
H (3.8591, -2.0674, 1.4823)  0.0480
O (3.4226, -1.2683, 1.1836)  -0.0665
H (1.0296, -0.5126, 3.3182)  0.0502
H (0.4269, -0.7553, 1.9083)  -0.0058
O (1.0763, -1.0638, 2.5358)  -0.0455

=====

[5]
Computed, not measured: a cluster of 7 separate species, C5H23NO7 in total, with ωB97M-V/def2-TZVPD.

Computed properties:
SMILES ... CC[C@@H](C)NC=O.O.O.O.O.O.O
Relative energy (zero: lowest compared OMol25 entry of this formula, charge and spin) ... 144.6 kJ/mol
E_HOMO ... -9.98 eV

Each line ends with the Löwdin charge.
Atoms and positions in Å:
C (1.3724, -0.1346, -0.1963)  -0.3215
N (1.4536, 1.1984, -0.4180)  0.0663
C (-0.8333, 2.1350, 2.3015)  -0.0940
C (0.5175, 2.1278, 1.6017)  -0.2232
C (0.4606, 2.2038, 0.0117)  -0.3095
C (0.9784, 3.5968, -0.4531)  -0.0376
O (0.6101, -0.7043, 0.5728)  -0.0173
H (2.2431, -0.6645, -0.6170)  0.1274
H (2.1809, 1.5507, -1.0394)  0.1380
H (-1.3035, 1.2187, 1.9069)  0.0714
H (-0.5654, 2.2826, 3.3534)  0.0802
H (-1.4347, 2.9917, 1.9652)  0.0744
H (1.1276, 3.0189, 1.8098)  0.0902
H (1.0788, 1.2808, 1.9973)  0.1006
H (-0.5556, 2.0244, -0.3869)  0.1175
H (1.6797, 3.6174, -1.2437)  0.0571
H (1.2977, 4.2552, 0.3727)  0.0784
H (0.0470, 4.0767, -0.7790)  0.0803
H (-1.9240, 1.2999, -1.9700)  0.0391
H (-1.4156, 0.4531, -3.1391)  0.0670
O (-1.1774, 0.7616, -2.2580)  -0.0686
H (1.1534, -2.7334, -1.2299)  0.0275
H (2.5761, -3.1432, -0.8630)  0.0564
O (2.0766, -2.4927, -1.3823)  -0.0758
H (-0.9363, -2.4790, 1.6546)  0.0122
H (-1.3363, -1.2785, 2.5487)  0.0160
O (-1.4601, -2.2247, 2.4191)  -0.0562
H (-0.9218, -2.3768, -2.5917)  0.0480
H (-1.1777, -1.1972, -1.5347)  -0.0097
O (-1.3180, -2.1276, -1.7561)  -0.0460
H (1.3229, -2.0485, 1.1543)  -0.0312
H (1.7545, -2.6668, 2.4839)  0.0340
O (1.8950, -2.7652, 1.5361)  -0.0955
H (-2.7193, -0.4306, -1.2129)  -0.0041
H (-4.1332, -0.2234, -0.8414)  0.0633
O (-3.4844, 0.0670, -1.4966)  -0.0552

=====

[6]
Computed, not measured: a cluster of 8 separate species, C5H23NO7 in total, with ωB97M-V/def2-TZVPD.

Computed properties:
SMILES ... C=C(N)/C=C/C.O.O.O.O.O.O.O
Relative energy (zero: lowest compared OMol25 entry of this formula, charge and spin) ... 181.4 kJ/mol
E_HOMO ... -8.03 eV

Each line ends with the Löwdin charge.
Atoms and positions in Å:
N (0.3002, -0.8634, -1.8654)  0.1186
C (1.3241, -1.4904, -1.1607)  -0.4206
C (1.2367, -2.7946, -0.8387)  -0.0157
C (3.5771, 1.2272, 0.4143)  -0.0985
C (2.3235, 0.5179, 0.0066)  -0.1477
C (2.4056, -0.6589, -0.6019)  -0.0778
H (0.4791, 0.0836, -2.1286)  0.0517
H (-0.1159, -1.3434, -2.6493)  0.0972
H (0.5932, -3.4320, -1.4423)  0.0493
H (1.6283, -3.3567, -0.0138)  0.0491
H (3.8903, 1.1253, 1.4546)  0.0610
H (3.4339, 2.3024, 0.2881)  0.0710
H (4.4243, 1.0510, -0.2420)  0.0757
H (1.4138, 1.1060, -0.0416)  0.0830
H (3.3646, -1.1383, -0.7721)  0.1177
H (2.0231, -1.1511, 3.7496)  0.0501
H (2.7323, 0.0051, 3.1409)  0.0375
O (2.4225, -0.8808, 2.9109)  -0.0541
H (-2.6850, 3.1456, 1.2938)  0.0374
H (-1.8126, 1.8681, 1.3502)  0.0008
O (-2.2565, 2.5283, 1.8916)  -0.0571
H (-2.9293, 0.1157, 1.7660)  0.0565
H (-1.7654, -0.8023, 1.3083)  0.0190
O (-2.5412, -0.2853, 0.9778)  -0.0763
H (-0.0057, -2.4308, 1.2505)  0.0336
H (0.2613, -1.0447, 1.9818)  0.0344
O (-0.3810, -1.7397, 1.8043)  -0.0400
H (-0.7819, 2.0203, -1.6764)  -0.0045
H (0.2436, 3.1219, -2.0338)  0.0438
O (0.1567, 2.2823, -1.5747)  -0.0775
H (-3.1148, 1.6263, -2.1094)  0.0624
H (-2.4397, 1.0789, -0.8447)  0.0106
O (-2.5304, 1.8784, -1.3863)  -0.0533
H (-3.5988, -0.4861, -0.6748)  -0.0042
H (-3.1584, -1.7036, -1.4904)  0.0369
O (-3.6335, -0.8717, -1.5636)  -0.0700

=====

no.,molecular weight (g mol⁻¹)
1,265.3
2,207.2
3,207.2
4,193.2
5,209.2
6,209.2